Density functional theory data (ωB97M-V with the def2-TZVPD basis set) for C2H10F6MgNO9S2 as an isolated structure at a distorted geometry.

Output
net charge	+1
maximum force	3.1	eV/Å
electronic energy	-2409.6892	Ha
energy relative to the best compared isomer or geometry (same formula, charge and spin)	44.88	kJ/mol
LUMO	-4.117	eV
frontier orbital gap	9.82	eV

Each line ends with the Mulliken charge.
CARTESIAN COORDINATES (ANGSTROEM)
Mg: -0.495 -0.235 -0.947  1.149
C: 2.034 -1.938 1.766  0.737
F: 2.965 -1.942 2.681  -0.207
F: 2.319 -2.803 0.808  -0.218
F: 0.850 -2.241 2.290  -0.212
S: 2.009 -0.267 0.980  1.024
O: 2.705 0.623 1.794  -0.518
O: 2.547 -0.428 -0.356  -0.795
N: 0.346 -0.033 0.799  -0.183
S: -0.254 0.677 2.138  0.947
O: -1.652 0.409 2.246  -0.637
O: 0.524 0.441 3.300  -0.574
C: -0.152 2.496 1.762  0.676
F: 1.015 2.845 1.235  -0.214
F: -1.128 2.830 0.876  -0.260
F: -0.350 3.159 2.878  -0.201
O: -1.304 -0.350 -2.875  -0.329
H: -1.434 0.268 -3.607  0.267
H: -1.816 -1.131 -3.124  0.245
O: -2.265 0.966 -0.663  -0.438
H: -3.010 0.586 -1.142  0.262
H: -2.521 1.879 -0.482  0.231
O: -1.807 -1.775 -0.460  -0.406
H: -1.985 -2.332 0.312  0.246
H: -2.384 -2.122 -1.150  0.223
O: 0.807 -1.623 -1.708  -0.471
H: 0.719 -2.185 -2.487  0.284
H: 1.736 -1.307 -1.702  0.285
O: 0.481 1.527 -1.581  -0.386
H: 1.340 1.565 -2.026  0.236
H: 0.160 2.438 -1.558  0.239


Density functional theory data (ωB97M-V with the def2-TZVPD basis set) for a 2-piece molecular cluster, C5H9NO overall at a distorted geometry.

Output
maximum force	1.1	eV/Å
electronic energy	-325.8603	Ha
energy relative to the best compared isomer or geometry (same formula, charge and spin)	202.85	kJ/mol
LUMO	0.873	eV
frontier orbital gap	10.72	eV

Each line ends with the Mulliken charge.
CARTESIAN COORDINATES (ANGSTROEM)
O: -0.020 0.176 -1.006  -0.610
C: 1.010 0.195 -0.058  0.118
C: 1.429 1.547 0.404  -0.625
C: 2.353 0.725 -0.461  -0.504
H: 0.012 -0.683 -1.450  0.307
H: 0.975 -0.614 0.674  0.333
H: 0.928 2.387 -0.068  0.235
H: 1.677 1.688 1.452  0.238
H: 2.460 1.033 -1.497  0.235
H: 3.245 0.296 -0.011  0.227
C: -2.588 -0.753 0.561  -0.740
C: -1.898 -1.863 -0.091  0.420
N: -1.330 -2.720 -0.622  -0.466
H: -2.338 -0.733 1.625  0.253
H: -2.245 0.176 0.099  0.254
H: -3.669 -0.858 0.448  0.322


Density functional theory data (ωB97M-V with the def2-TZVPD basis set) for a single C4H8O molecule at a distorted geometry.

Output
maximum force	3.5	eV/Å
electronic energy	-232.3906	Ha
energy relative to the best compared isomer or geometry (same formula, charge and spin)	144.41	kJ/mol
LUMO	0.998	eV
frontier orbital gap	10.66	eV

Each line ends with the Mulliken charge.
CARTESIAN COORDINATES (ANGSTROEM)
C: 1.946 -0.040 -0.350  -0.695
C: 0.911 -0.505 0.421  -0.351
C: -0.537 0.030 0.444  0.381
C: -1.380 -0.879 -0.381  -1.094
O: -0.680 1.319 -0.092  -0.558
H: 2.915 -0.499 -0.268  0.295
H: 1.885 0.929 -0.878  0.245
H: 1.073 -1.355 1.023  0.348
H: -0.928 -0.038 1.506  0.241
H: -1.859 -1.811 0.103  0.302
H: -2.353 -0.250 -0.693  0.248
H: -0.733 -1.067 -1.294  0.309
H: -0.202 1.910 0.434  0.330


Density functional theory data (ωB97M-V with the def2-TZVPD basis set) for a 2-piece molecular cluster, C9H14ClFO4 overall.

Output
maximum force	0.7	eV/Å
electronic energy	-1212.3814	Ha
LUMO	0.401	eV
frontier orbital gap	11.12	eV

Each line ends with the Mulliken charge.
CARTESIAN COORDINATES (ANGSTROEM)
C: 2.963 -0.476 0.932  -1.136
C: 2.183 0.488 0.022  -0.883
C: 1.147 -0.199 -0.862  0.318
F: 1.053 0.501 -2.083  -0.433
C: -0.304 -0.335 -0.316  1.851
C: -0.944 -1.622 -0.905  -1.349
C: -0.460 -2.850 -0.197  0.603
O: 0.619 -3.328 -0.309  -0.423
Cl: -1.618 -3.559 0.952  -0.200
C: -1.168 0.882 -0.640  -1.467
O: -0.845 1.863 0.374  -0.382
C: -0.451 1.226 1.496  0.343
O: -0.206 1.799 2.521  -0.592
C: -0.384 -0.267 1.217  -0.835
H: 3.955 -0.069 1.126  0.373
H: 2.470 -0.638 1.888  0.349
H: 3.101 -1.437 0.433  0.302
H: 1.753 1.303 0.603  0.214
H: 2.893 0.952 -0.666  0.475
H: 1.514 -1.195 -1.117  0.484
H: -0.650 -1.754 -1.947  0.421
H: -2.032 -1.566 -0.861  0.443
H: -2.222 0.625 -0.501  0.512
H: -1.022 1.328 -1.617  0.361
H: -1.343 -0.684 1.537  0.543
H: 0.439 -0.704 1.773  0.082
O: -3.544 3.080 -1.307  -0.623
H: -2.722 3.097 -0.804  0.341
H: -4.173 3.538 -0.741  0.311


Density functional theory data (ωB97M-V with the def2-TZVPD basis set) for a 2-piece molecular cluster, C4H14N2O overall at a distorted geometry.

Output
maximum force	2.1	eV/Å
electronic energy	-345.4937	Ha
energy relative to the best compared isomer or geometry (same formula, charge and spin)	216.58	kJ/mol
LUMO	0.866	eV
frontier orbital gap	9.09	eV

Each line ends with the Mulliken charge.
CARTESIAN COORDINATES (ANGSTROEM)
C: 1.457 -1.117 0.241  -0.824
N: 0.232 -1.133 0.980  -0.093
C: -0.716 -0.058 0.967  -0.832
C: -0.716 0.919 -0.199  -0.425
C: -1.163 0.202 -1.507  -0.308
N: -2.152 -0.860 -1.529  -0.486
H: 2.264 -0.603 0.777  0.134
H: 1.701 -2.117 -0.116  0.325
H: 1.410 -0.558 -0.691  0.227
H: 0.068 -1.876 1.630  0.185
H: -1.769 -0.372 1.063  0.376
H: -0.709 0.497 1.927  0.338
H: 0.263 1.304 -0.487  0.146
H: -1.317 1.784 0.067  0.392
H: -0.230 -0.279 -1.808  0.095
H: -1.410 0.999 -2.212  0.313
H: -2.576 -0.966 -0.613  0.166
H: -2.936 -0.848 -2.162  0.244
O: 2.835 2.080 1.353  -0.632
H: 2.647 1.283 1.863  0.344
H: 2.817 1.719 0.456  0.314


Density functional theory data (ωB97M-V with the def2-TZVPD basis set) for C5H12AlBrO3P as an isolated structure.

Output
net charge	-1
maximum force	0.4	eV/Å
electronic energy	-3581.4524	Ha
LUMO	3.296	eV
frontier orbital gap	8.49	eV

Each line ends with the Mulliken charge.
CARTESIAN COORDINATES (ANGSTROEM)
C: -2.877 1.065 -1.248  -1.162
C: -1.390 1.143 -0.876  -0.547
P: -0.555 -0.518 -0.807  -0.093
C: 0.594 -0.448 -2.249  -1.037
C: 0.689 -0.182 0.548  0.228
O: 1.960 -0.733 0.299  -0.628
Al: 2.773 -0.543 1.874  0.606
Br: 3.740 1.646 1.874  -0.505
O: 1.252 -0.462 2.811  -0.611
C: 0.235 -0.721 1.919  0.078
O: 0.022 -2.140 1.831  -0.570
H: -3.491 0.864 -0.369  0.269
H: -3.231 1.997 -1.693  0.353
H: -3.067 0.264 -1.964  0.328
H: -0.861 1.790 -1.579  0.374
H: -1.274 1.603 0.108  0.377
H: 0.231 -1.095 -3.048  0.350
H: 0.710 0.566 -2.633  0.281
H: 1.564 -0.807 -1.905  0.305
H: 0.773 0.911 0.681  0.322
H: 3.847 -1.622 2.300  -0.382
H: -0.718 -0.269 2.236  0.351
H: -0.927 -2.308 1.890  0.314


Density functional theory data (ωB97M-V with the def2-TZVPD basis set) for a single C3H6ClNO molecule at a distorted geometry.

Output
maximum force	3.3	eV/Å
electronic energy	-707.8254	Ha
energy relative to the best compared isomer or geometry (same formula, charge and spin)	758.03	kJ/mol
LUMO (alpha / beta)	0.335 / 0.336	eV
frontier orbital gap (alpha / beta)	7.62 / 7.62	eV

Each line ends with the Mulliken charge.
CARTESIAN COORDINATES (ANGSTROEM)
C: 2.931 0.400 -0.070  -0.647
C: 2.137 -0.679 -0.226  -0.042
C: -1.035 0.573 0.504  -0.250
N: -2.462 -0.624 -0.679  -0.473
O: -2.083 -0.174 0.696  -0.214
Cl: 0.499 -0.822 -0.029  -0.100
H: 3.964 0.383 -0.431  0.202
H: 2.798 1.244 0.557  0.266
H: -0.972 1.123 -0.451  0.345
H: -0.817 1.086 1.443  0.327
H: -1.671 -1.243 -0.830  0.289
H: -3.288 -1.268 -0.485  0.298


Density functional theory data (ωB97M-V with the def2-TZVPD basis set) for a 2-piece molecular cluster, H2 overall at a distorted geometry.

Output
maximum force	3.1	eV/Å
electronic energy	-0.9771	Ha
energy relative to the best compared isomer or geometry (same formula, charge and spin)	482.62	kJ/mol
LUMO	-2.219	eV
frontier orbital gap	8.21	eV

Each line ends with the Mulliken charge.
CARTESIAN COORDINATES (ANGSTROEM)
H: -0.858 0.470 -0.193  0.000
H: 0.858 -0.470 0.193  0.000


Density functional theory data (ωB97M-V with the def2-TZVPD basis set) for C23H25AuN4O2 as an isolated structure.

Output
net charge	+2
maximum force	0.8	eV/Å
electronic energy	-1396.0489	Ha
LUMO (alpha / beta)	-9.551 / -9.510	eV
frontier orbital gap (alpha / beta)	3.76 / 3.80	eV

Each line ends with the Mulliken charge.
CARTESIAN COORDINATES (ANGSTROEM)
Au: -0.854 -0.012 0.213  1.083
O: 1.060 -1.390 -0.544  -0.546
C: 1.215 -2.568 -0.301  0.658
C: 2.547 -3.093 0.056  -0.492
C: 2.756 -4.414 0.096  -0.594
C: 1.647 -5.313 -0.138  -0.297
C: 0.370 -4.910 -0.401  -0.963
C: 0.055 -3.537 -0.458  0.741
C: -1.249 -3.088 -0.664  0.361
N: -1.786 -1.836 -0.507  -0.287
C: -3.079 -1.926 -0.789  -0.255
C: -3.399 -3.243 -1.148  -0.239
N: -2.275 -3.938 -1.048  -0.014
H: 3.323 -2.355 0.206  0.518
H: 3.733 -4.828 0.301  0.452
H: 1.843 -6.377 -0.073  0.438
H: -0.393 -5.668 -0.501  0.376
H: -3.743 -1.080 -0.735  0.455
H: -4.331 -3.685 -1.458  0.442
H: -2.181 -4.914 -1.288  0.208
C: -2.708 0.338 3.450  -1.215
C: -1.231 0.199 3.565  0.348
N: -0.379 0.047 2.575  0.125
C: 0.879 -0.022 3.144  -0.615
C: 0.776 0.087 4.491  -0.514
N: -0.571 0.227 4.743  -0.046
H: -2.967 0.593 2.424  0.185
H: -3.078 1.137 4.093  0.391
H: -3.221 -0.583 3.729  0.341
H: 1.772 -0.117 2.552  0.461
H: 1.510 0.096 5.275  0.410
H: -0.997 0.348 5.647  0.189
C: 0.057 8.638 0.334  -1.508
C: 0.030 7.146 0.180  0.444
C: -0.867 6.373 0.909  -0.932
C: -0.901 4.994 0.796  0.720
C: -1.899 4.229 1.619  -1.283
C: 0.008 4.375 -0.092  0.501
C: 0.044 2.952 -0.275  -0.057
O: -0.711 2.143 0.289  -0.842
C: 0.933 5.147 -0.841  1.219
C: 1.926 4.544 -1.805  -1.876
C: 0.920 6.520 -0.691  -0.753
H: -0.816 9.002 0.872  0.366
H: 0.097 9.128 -0.639  0.385
H: 0.948 8.942 0.888  0.323
H: -1.559 6.863 1.582  0.320
H: -2.485 4.926 2.215  0.395
H: -1.407 3.521 2.287  0.200
H: -2.576 3.649 0.992  0.266
H: 0.797 2.553 -0.962  0.452
H: 2.606 3.844 -1.317  0.398
H: 2.534 5.333 -2.239  0.362
H: 1.437 4.020 -2.627  0.400
H: 1.616 7.122 -1.261  0.397